{
  "formula": "C45H62F4O7",
  "method": "the ωB97M-V functional and the def2-TZVPD basis",
  "species": ["F", "C", "C", "C", "C", "C", "C", "H", "H", "H", "H", "H", "F", "C", "C", "C", "C", "C", "C", "H", "H", "H", "H", "H", "F", "C", "C", "C", "C", "C", "C", "H", "H", "H", "H", "H", "F", "C", "C", "C", "C", "C", "C", "H", "H", "H", "H", "H", "C", "C", "O", "C", "H", "H", "H", "H", "H", "H", "C", "C", "O", "C", "H", "H", "H", "H", "H", "H", "C", "C", "O", "C", "H", "H", "H", "H", "H", "H", "C", "C", "O", "C", "H", "H", "H", "H", "H", "H", "C", "C", "O", "C", "H", "H", "H", "H", "H", "H", "C", "C", "O", "C", "H", "H", "H", "H", "H", "H", "C", "C", "O", "C", "H", "H", "H", "H", "H", "H"],
  "positions_angstrom": [[-2.0229, -2.0232, 0.6570], [-1.3578, -0.8599, 0.4684], [-0.2132, -0.7865, -0.3603], [0.5680, 0.3679, -0.5029], [0.1439, 1.4656, 0.1628], [-1.0775, 1.4286, 0.9436], [-1.7947, 0.2878, 1.1514], [0.0727, -1.7150, -0.8321], [1.3923, 0.4391, -1.1971], [0.6976, 2.3925, 0.1372], [-1.4942, 2.2872, 1.4492], [-2.7439, 0.3603, 1.6613], [6.0428, 4.3483, -2.6958], [5.9226, 3.4827, -1.6407], [7.0793, 2.9717, -1.0499], [7.0191, 2.2158, 0.0940], [5.7346, 1.9820, 0.6676], [4.5484, 2.3770, 0.0414], [4.6468, 3.1143, -1.1500], [8.0078, 3.2621, -1.5189], [7.9297, 1.8866, 0.5723], [5.6825, 1.3199, 1.5192], [3.6105, 2.1294, 0.5162], [3.8412, 3.4402, -1.7913], [-5.1074, -3.7523, -0.6492], [-4.5118, -5.0017, -0.6538], [-3.2683, -5.1457, 0.0116], [-2.5990, -6.4083, -0.0195], [-3.1873, -7.4265, -0.8214], [-4.4159, -7.2282, -1.4311], [-5.1298, -6.0501, -1.3062], [-2.7610, -4.2971, 0.4463], [-1.6002, -6.5260, 0.3743], [-2.7952, -8.4202, -0.9806], [-4.8343, -8.0489, -1.9948], [-6.0741, -5.9605, -1.8224], [5.5076, -1.8786, -2.3327], [4.4953, -1.2736, -2.9384], [3.7648, -1.9203, -3.9165], [2.7642, -1.2979, -4.6277], [2.5005, 0.0476, -4.4828], [3.2465, 0.7740, -3.4798], [4.2489, 0.0899, -2.7485], [4.0631, -2.9399, -4.1109], [2.1737, -1.8101, -5.3729], [1.7983, 0.5612, -5.1227], [3.2176, 1.8535, -3.4942], [4.9134, 0.6262, -2.0872], [-1.3859, 2.8520, -2.3480], [-0.3013, 3.8805, -2.3649], [0.8582, 3.5446, -2.3340], [-0.5160, 5.3699, -2.3613], [-2.2653, 3.1295, -2.9291], [-1.7407, 2.6569, -1.3360], [-1.0020, 1.9644, -2.8509], [0.4953, 5.7401, -2.1928], [-1.0011, 5.6647, -1.4308], [-1.0497, 5.7845, -3.2164], [3.4738, 1.9843, 3.2610], [2.3318, 2.9580, 3.2777], [2.5278, 4.1088, 3.0527], [0.9650, 2.4090, 3.4836], [3.7248, 1.5626, 4.2343], [4.3435, 2.4665, 2.8147], [3.2520, 1.1556, 2.5885], [0.2674, 3.1978, 3.2024], [0.8204, 2.3038, 4.5589], [0.7631, 1.5259, 2.8775], [0.5605, -1.3208, 3.3174], [0.7114, -2.8031, 3.6404], [1.2435, -3.0813, 4.7017], [0.0558, -3.9006, 2.8042], [-0.4085, -0.9965, 3.6968], [0.9248, -1.0407, 2.3290], [1.2358, -0.7366, 3.9426], [-0.9916, -4.1299, 3.0008], [0.4242, -4.9133, 2.9679], [0.0766, -3.6686, 1.7394], [-0.8810, -4.5499, -3.1356], [0.3386, -4.2536, -2.2835], [0.1559, -4.1289, -1.0323], [1.6880, -4.1878, -2.8987], [-1.7445, -4.5166, -2.4713], [-0.7841, -5.5888, -3.4511], [-1.0124, -3.8713, -3.9784], [2.1337, -3.2227, -2.6575], [1.6006, -4.1130, -3.9826], [2.2663, -5.0610, -2.5968], [-3.3789, 5.8609, 3.3332], [-3.3350, 4.9109, 2.1256], [-2.8373, 5.1634, 1.0346], [-3.8824, 3.5357, 2.5107], [-3.1731, 5.3643, 4.2814], [-4.3743, 6.2895, 3.4496], [-2.6357, 6.6357, 3.1446], [-4.3867, 2.9663, 1.7299], [-4.4136, 3.6646, 3.4538], [-3.0028, 2.9287, 2.7248], [-1.2064, 0.7164, 6.5033], [-1.9959, 1.5041, 5.4597], [-1.9420, 1.4140, 4.2455], [-3.1143, 2.4857, 5.9346], [-1.8860, 0.5083, 7.3296], [-0.4459, 1.3331, 6.9823], [-0.8255, -0.1641, 5.9859], [-4.0505, 1.9799, 6.1707], [-3.2871, 3.3117, 5.2447], [-2.7343, 2.9903, 6.8229], [-2.7162, -1.5220, -3.3485], [-1.8073, -1.1271, -4.4887], [-0.6690, -0.7569, -4.2561], [-2.4358, -1.0948, -5.8997], [-3.3762, -0.6580, -3.2714], [-2.0535, -1.5070, -2.4832], [-3.2537, -2.4673, -3.4238], [-2.6389, -0.0552, -6.1566], [-3.3324, -1.7086, -5.9863], [-1.6099, -1.4173, -6.5338]],
  "forces_ev_per_angstrom": [[0.264, 0.197, -0.323], [1.291, 1.199, -0.246], [-0.964, -1.419, 0.648], [-0.926, -0.764, -0.168], [-1.851, 1.381, 1.986], [1.658, 0.411, -0.455], [-0.205, -0.881, -1.297], [0.078, -0.074, -0.169], [0.193, -0.316, 0.074], [-0.022, 0.147, -0.206], [0.519, 0.457, -0.188], [0.073, -0.404, 0.317], [-0.242, -0.908, 0.693], [-0.731, -0.780, 0.975], [0.027, 1.107, -1.012], [-1.817, 0.134, 0.588], [0.885, -0.629, -0.737], [1.291, 0.442, -0.474], [1.182, 0.749, -0.724], [0.255, -0.105, 0.097], [-0.080, -0.186, 0.033], [-0.025, 0.185, 0.258], [-0.174, 0.027, -0.336], [-0.579, 0.032, 0.473], [0.474, -1.178, 0.033], [0.766, 0.662, 0.868], [-0.025, -1.243, -0.671], [-1.577, 0.510, -1.773], [-0.022, 0.587, 0.764], [0.079, -0.234, 0.358], [0.280, 0.346, -0.409], [-0.230, 0.126, 0.119], [-0.086, 0.071, 0.264], [0.646, 0.104, 0.309], [-0.129, -0.005, -0.082], [-0.095, 0.319, 0.153], [0.332, -0.301, 0.418], [-1.409, 1.788, -1.418], [0.857, -1.095, 0.555], [-0.534, 0.595, -0.553], [1.276, 1.161, 2.002], [0.492, -1.873, -1.566], [-0.333, 0.332, -0.088], [-0.239, -0.240, -0.151], [0.183, -0.405, -0.057], [-0.133, -0.059, 0.138], [-0.264, 0.032, 0.476], [-0.071, 0.155, 0.158], [-0.625, -0.074, -0.866], [0.221, 0.590, -0.029], [0.694, -0.976, -0.002], [0.041, 0.069, 0.979], [-0.063, 0.467, 0.037], [0.231, -0.105, -0.009], [0.125, -0.250, 0.523], [-0.082, 0.412, -0.756], [-0.676, -0.080, -0.052], [0.123, -0.053, 0.058], [0.620, -0.273, -0.447], [0.283, -1.546, -0.267], [0.178, 1.938, -0.162], [-0.591, 0.843, 0.099], [-0.126, 0.064, 0.078], [-0.019, 0.173, 0.452], [-0.282, -0.267, 0.126], [-0.105, -0.059, -0.158], [-0.045, -0.691, 0.037], [0.034, -0.139, 0.517], [1.054, -0.127, 0.367], [-0.374, -0.328, 1.469], [-0.027, -0.239, -0.611], [-0.137, -0.149, -0.737], [-0.414, 0.112, -1.041], [-1.127, -0.071, -0.448], [0.279, -0.468, 0.458], [-0.384, 0.998, 0.445], [0.954, 0.329, 0.130], [0.179, -0.004, -0.097], [0.138, -0.079, 0.787], [-1.677, 0.232, 3.754], [0.939, -0.304, -3.649], [-0.314, 0.607, -0.602], [-0.044, 0.133, -0.114], [0.017, -0.013, -0.461], [0.220, -0.165, -0.090], [0.285, -0.348, 0.630], [0.001, -0.516, -0.116], [0.231, 0.271, 0.032], [0.593, 0.333, -0.950], [0.172, -0.704, -0.339], [-0.772, -0.031, 1.619], [0.605, 0.407, -0.283], [0.189, -0.206, -0.186], [-0.056, 0.104, -0.245], [-0.202, 0.199, 0.231], [-0.359, 0.430, 0.018], [-0.405, -0.479, -0.352], [0.151, -0.010, 0.342], [-0.742, 0.562, -0.844], [-2.162, 1.347, -0.852], [1.190, -0.942, 0.820], [1.403, 0.188, 0.966], [-0.104, -0.465, -0.142], [0.321, 0.006, -0.411], [0.260, -0.017, 0.515], [0.120, -0.112, -0.007], [0.052, -0.565, -0.364], [-0.294, -0.115, 0.487], [1.015, 0.502, 0.224], [-0.282, 0.055, -0.091], [-0.796, -0.344, -0.670], [1.260, 0.038, 0.801], [-0.513, -0.195, 0.192], [-0.328, -0.203, 0.278], [-0.069, 0.218, -0.251], [-0.159, 0.005, 0.025], [0.176, 0.063, -0.034], [-0.336, -0.144, -0.419]],
  "max_force_ha_per_bohr": 0.0801,
  "homo_lumo_gap_ev": 9.27,
  "spin_multiplicity": 1,
  "smiles": "Fc1ccccc1.Fc1ccccc1.Fc1ccccc1.Fc1ccccc1.CC(C)=O.CC(C)=O.CC(C)=O.CC(C)=O.CC(C)=O.CC(C)=O.CC(C)=O"
}



{
  "formula": "C45H62Ge2N5O5S3Ti",
  "method": "the ωB97M-V functional and the def2-TZVPD basis",
  "species": ["Ti", "O", "S", "C", "C", "C", "C", "S", "O", "C", "C", "C", "C", "C", "C", "C", "C", "C", "C", "C", "C", "H", "H", "H", "H", "H", "H", "H", "H", "H", "H", "H", "H", "H", "H", "H", "H", "H", "H", "C", "C", "Ge", "C", "C", "C", "C", "Ge", "C", "C", "C", "C", "C", "C", "C", "C", "C", "C", "H", "H", "H", "H", "H", "H", "H", "H", "H", "H", "H", "H", "H", "H", "H", "H", "H", "H", "H", "H", "H", "H", "H", "H", "H", "H", "O", "S", "O", "O", "C", "N", "C", "C", "C", "N", "C", "C", "C", "N", "C", "C", "H", "H", "H", "H", "H", "H", "C", "C", "C", "C", "N", "N", "H", "H", "H", "H", "H", "H", "H", "H", "H", "H", "H", "H"],
  "positions_angstrom": [[0.0282, 0.8939, 1.2209], [1.8287, -0.3323, 1.8344], [2.9007, -1.3738, 1.5419], [3.7080, -1.7274, 3.1713], [2.8295, -1.2711, 4.3179], [1.5902, -2.1514, 4.4801], [0.6775, -1.6603, 5.5900], [-0.3427, -0.2205, 5.0550], [0.3637, 0.4220, 3.8963], [-1.6365, -1.1993, 4.2632], [-1.5701, -1.4558, 2.9036], [-2.6028, -2.1362, 2.2749], [-3.6970, -2.5541, 3.0181], [-3.7531, -2.3039, 4.3832], [-2.7240, -1.6177, 5.0122], [4.2512, -0.4354, 0.7985], [4.1659, 0.9450, 0.7534], [5.1997, 1.6789, 0.1925], [6.3029, 1.0216, -0.3341], [6.3605, -0.3655, -0.3207], [5.3317, -1.1044, 0.2434], [4.6766, -1.2337, 3.1792], [3.8506, -2.8093, 3.1731], [2.5225, -0.2423, 4.1377], [3.4187, -1.2936, 5.2376], [1.8890, -3.1772, 4.7057], [1.0310, -2.1727, 3.5398], [1.2429, -1.3159, 6.4575], [-0.0288, -2.4226, 5.9162], [-0.6911, -1.1363, 2.3376], [-2.5508, -2.3321, 1.2112], [-4.5107, -3.0744, 2.5318], [-4.6073, -2.6339, 4.9582], [-2.7708, -1.3942, 6.0716], [3.2996, 1.4368, 1.1670], [5.1356, 2.7587, 0.1704], [7.1193, 1.5904, -0.7575], [7.2082, -0.8758, -0.7572], [5.3689, -2.1879, 0.2519], [-3.4172, 1.8766, 3.3478], [-2.1968, 2.4572, 4.0643], [-0.6554, 2.7692, 2.8147], [0.9179, 3.6692, 3.6590], [2.0339, 3.8209, 2.6157], [-1.5065, 4.0672, 1.6299], [-2.1240, 3.7414, 0.4879], [-1.5728, 2.0327, -0.4331], [-3.1610, 0.7928, -0.6215], [-4.4221, 1.2995, -1.3130], [-0.3992, 2.9614, -1.7772], [0.9747, 3.0826, -1.1063], [-3.0256, 4.6831, -0.2218], [-3.4484, 4.4069, -1.5249], [-4.3100, 5.2530, -2.2029], [-4.7537, 6.4167, -1.5968], [-4.3431, 6.7137, -0.3045], [-3.5061, 5.8507, 0.3807], [-4.2255, 1.6936, 4.0577], [-3.1832, 0.9312, 2.8566], [-3.7910, 2.5658, 2.5894], [-1.8944, 1.8060, 4.8817], [-2.4539, 3.4221, 4.5047], [1.2698, 3.0776, 4.5034], [0.6104, 4.6455, 4.0335], [2.1182, 2.9100, 2.0097], [3.0028, 4.0045, 3.0805], [1.8239, 4.6481, 1.9371], [-1.6293, 5.0664, 2.0491], [-3.4003, 0.5486, 0.4213], [-2.7958, -0.1164, -1.0967], [-4.7978, 2.2023, -0.8337], [-5.1988, 0.5358, -1.2572], [-4.2373, 1.5204, -2.3646], [-0.8055, 3.9580, -1.9446], [-0.3481, 2.4424, -2.7297], [0.8964, 3.6891, -0.1981], [1.7028, 3.5608, -1.7627], [1.3853, 2.0899, -0.8279], [-3.0910, 3.5106, -2.0169], [-4.6382, 4.9994, -3.2026], [-5.4249, 7.0864, -2.1174], [-4.6821, 7.6184, 0.1826], [-3.2403, 6.0888, 1.4014], [-0.4733, -7.9125, -1.5214], [0.3930, -8.3825, -2.5818], [-0.2559, -8.5772, -3.8613], [1.3591, -9.3822, -2.1889], [1.4590, -6.9121, -2.9680], [2.4176, -7.0695, -3.8798], [3.1312, -5.9905, -4.1732], [2.8981, -4.7574, -3.5704], [1.8737, -4.7020, -2.6351], [1.1595, -5.7907, -2.3424], [1.4595, -3.5096, -1.8864], [0.3540, -3.6062, -1.0349], [-0.0652, -2.4964, -0.3372], [0.5259, -1.2963, -0.4199], [1.5968, -1.2126, -1.2213], [2.0919, -2.2667, -1.9584], [3.9119, -6.1271, -4.9133], [3.4920, -3.8935, -3.8412], [-0.1557, -4.5586, -0.9483], [-0.9291, -2.5561, 0.3165], [2.0807, -0.2405, -1.2805], [2.9649, -2.1177, -2.5797], [1.1043, 0.0016, -4.9379], [-0.3871, -0.3366, -4.8855], [-0.5815, -1.8509, -4.7400], [-1.0639, 0.1449, -6.1668], [-1.0049, 0.4343, -3.7885], [-0.6425, 0.0388, -2.4725], [1.5402, -0.3957, -5.8538], [1.6463, -0.4360, -4.0953], [1.2362, 1.0849, -4.9286], [-0.1876, -2.3593, -5.6197], [-1.6421, -2.0969, -4.6523], [-0.0549, -2.2537, -3.8709], [-0.5864, -0.3053, -7.0356], [-0.9888, 1.2299, -6.2484], [-2.1196, -0.1348, -6.1757], [-2.0148, 0.3834, -3.8606], [0.3459, 0.2366, -2.3807], [-0.7614, -0.9636, -2.3425]],
  "forces_ev_per_angstrom": [[2.301, -2.635, 1.025], [-0.731, 1.193, -0.313], [0.778, -0.002, -0.177], [-0.118, 0.042, -0.082], [-0.168, -0.081, 0.022], [0.031, 0.118, -0.055], [0.124, 0.348, -0.035], [-0.616, -1.023, 0.079], [0.143, 0.448, -0.709], [0.037, 0.350, 0.144], [-0.025, 0.217, -0.175], [0.014, 0.086, -0.002], [-0.053, -0.047, 0.007], [-0.018, -0.021, -0.027], [0.079, 0.044, -0.004], [-0.244, -0.015, -0.138], [-0.079, -0.054, 0.097], [0.016, -0.052, -0.024], [-0.020, 0.059, 0.009], [0.044, -0.034, 0.004], [-0.102, -0.220, 0.074], [-0.013, 0.024, -0.067], [0.048, -0.001, -0.028], [0.069, 0.023, 0.108], [0.059, -0.018, -0.038], [-0.023, -0.018, -0.024], [0.019, -0.140, 0.028], [0.016, -0.014, -0.001], [-0.065, 0.072, 0.033], [0.090, -0.228, 0.076], [-0.192, -0.015, 0.111], [0.011, -0.023, 0.000], [-0.011, 0.011, -0.004], [-0.048, -0.017, 0.004], [-0.003, 0.095, 0.065], [0.041, -0.002, -0.008], [-0.015, -0.006, -0.042], [0.005, -0.013, 0.026], [0.045, -0.003, -0.035], [0.022, 0.189, 0.099], [0.291, -0.450, -0.369], [-1.049, 1.628, 0.675], [0.036, -0.645, -0.371], [-0.204, 0.106, 0.163], [0.180, -0.069, 0.002], [0.187, -0.280, 0.135], [-1.234, 1.207, -0.566], [0.597, -0.004, 0.236], [0.136, 0.131, 0.041], [0.081, -0.511, 0.329], [-0.358, 0.064, 0.070], [-0.154, 0.018, -0.222], [0.105, 0.051, 0.176], [-0.022, -0.002, -0.075], [-0.038, 0.038, 0.014], [0.026, -0.013, 0.063], [0.024, -0.052, -0.032], [-0.024, -0.032, -0.040], [-0.040, -0.134, -0.028], [0.011, -0.039, -0.027], [0.019, 0.058, 0.118], [0.179, 0.094, -0.057], [-0.093, -0.026, 0.019], [-0.152, -0.041, 0.003], [0.193, 0.017, -0.035], [0.030, -0.010, -0.051], [0.009, -0.055, -0.075], [-0.002, 0.049, -0.008], [-0.012, -0.023, -0.039], [0.018, -0.014, 0.019], [-0.066, -0.007, -0.061], [-0.004, -0.006, -0.027], [-0.069, 0.020, -0.011], [-0.049, -0.035, 0.067], [-0.049, -0.072, -0.010], [0.083, -0.017, 0.008], [0.161, -0.104, 0.085], [0.134, -0.050, -0.072], [-0.056, 0.026, -0.090], [0.030, 0.025, -0.015], [0.009, -0.012, -0.031], [-0.051, -0.007, -0.021], [0.022, -0.003, 0.010], [-0.039, 0.141, 0.122], [0.314, 0.360, -0.222], [-0.004, -0.057, 0.001], [0.027, -0.027, -0.016], [-0.758, -0.967, 0.250], [0.412, 0.401, -0.180], [-0.296, -0.390, 0.172], [0.016, 0.457, 0.096], [0.217, -0.910, -0.436], [0.177, 0.559, 0.067], [-0.122, 0.560, 0.351], [0.025, -0.090, -0.076], [-0.115, 0.176, 0.112], [-0.119, 0.354, 0.415], [0.022, 0.065, 0.214], [0.042, -0.235, -0.021], [0.027, 0.124, -0.004], [-0.001, -0.013, 0.000], [0.019, -0.016, -0.012], [0.197, -0.077, -0.124], [0.072, -0.018, 0.019], [-0.013, 0.027, -0.016], [-0.178, 0.032, 0.036], [0.040, -0.166, -0.172], [0.008, 0.153, 0.019], [0.039, 0.049, 0.145], [-0.098, 0.148, 0.002], [-0.209, 0.057, -0.378], [0.059, -0.027, 0.022], [0.011, 0.023, -0.011], [0.056, 0.001, -0.023], [-0.012, -0.062, 0.011], [-0.001, -0.046, -0.021], [-0.028, -0.002, -0.055], [-0.038, -0.017, -0.027], [-0.003, 0.004, -0.028], [-0.011, 0.009, -0.023], [-0.013, -0.014, 0.037], [-0.110, -0.005, -0.077], [0.104, -0.011, -0.099]],
  "max_force_ha_per_bohr": 0.0709,
  "charge": 1,
  "homo_lumo_gap_ev": [2.92, 2.90],
  "spin_multiplicity": 1
}



Q: Number 1 is which compound?
A: C45H62F4O7